--- A ---
C2H5N3OS | ωB97M-V with the def2-TZVPD basis set

The geometry in XYZ format:
```
12
Properties=species:S:1:pos:R:3
H -0.687 -2.702 -0.170
N -1.450 -1.910 -0.083
C -0.702 -0.933 0.057
N -1.260 0.371 -0.257
N -0.992 1.570 0.457
S 1.093 -1.166 0.486
C 2.042 0.042 -0.346
O 3.245 0.045 0.003
H -2.181 0.387 -0.606
H -0.822 1.630 1.463
H 0.105 1.705 0.109
H 1.607 0.962 -1.112
```

HOMO = -9.96 eV
SMILES = [H]/N=C(/NN)SC=O
net charge = 0



--- B ---
C2H5N3OS | ωB97M-V with the def2-TZVPD basis set

The geometry in XYZ format:
```
12
Properties=species:S:1:pos:R:3
N -0.202 1.393 -1.521
N -1.333 0.623 -1.330
C -1.302 -0.242 -0.338
C -0.009 -0.457 0.510
S -0.263 -0.746 2.131
N 1.255 -0.175 0.002
O 1.726 -0.053 -1.381
H -0.064 2.230 -0.771
H -0.298 1.929 -2.436
H -2.327 -0.888 -0.010
H 2.014 -0.183 0.811
H 0.913 0.578 -1.741
```

HOMO = -8.49 eV
SMILES = N/N=C\C(=S)NO
net charge = 0



Pick A: it beats the second-best structure by 1.392 eV.



--- A ---
C2H5N3OS | ωB97M-V with the def2-TZVPD basis set

The geometry in XYZ format:
```
12
Properties=species:S:1:pos:R:3
C -0.845 0.217 0.051
N 0.185 -0.268 -0.828
N 1.436 -0.135 -0.695
S 1.996 0.454 0.732
H -1.955 -0.005 -0.057
H -0.700 1.341 -0.035
H -0.625 0.033 1.135
H -0.117 -0.539 -1.793
N 2.214 3.266 -0.947
C 1.104 3.370 -0.502
O 0.008 3.380 -0.150
H 2.916 2.641 -0.734
```

HOMO (alpha / beta) = -8.40 / -8.40 eV
SMILES = CNN=S.N=C=O
net charge = 0



--- B ---
C2H5N3OS | ωB97M-V with the def2-TZVPD basis set

The geometry in XYZ format:
```
12
Properties=species:S:1:pos:R:3
C 1.686 -0.076 -0.113
C -1.650 0.832 0.210
H 1.947 -2.150 0.957
H 3.607 -1.132 -0.012
H 3.300 0.891 -0.292
H 0.318 1.742 0.346
H -2.039 1.872 0.674
N 2.329 -1.276 0.139
N 2.291 1.095 -0.213
N -0.268 0.947 0.133
O 0.380 -0.246 -0.076
S -2.553 -0.572 -0.129
```

HOMO = -8.50 eV
net charge = 0



--- C ---
C2H5N3OS | ωB97M-V with the def2-TZVPD basis set

The geometry in XYZ format:
```
12
Properties=species:S:1:pos:R:3
H -1.454 1.423 1.404
N -0.709 0.951 0.954
C -1.324 0.121 0.093
N -2.557 0.144 -0.494
N -0.497 -1.148 -0.252
S 1.109 -0.995 0.261
C 1.851 0.522 -0.164
O 1.336 1.497 -0.641
H -2.908 -0.880 -0.190
H -3.154 0.904 -0.051
H -0.521 -1.584 -1.385
H 2.772 0.599 0.144
```

HOMO = -9.09 eV
SMILES = [H]/N=C(\N)NSC=O
net charge = 0



--- D ---
C2H5N3OS | ωB97M-V with the def2-TZVPD basis set

The geometry in XYZ format:
```
12
Properties=species:S:1:pos:R:3
C 0.160 -2.218 -1.065
C 0.276 1.636 0.332
N -0.553 -2.992 -0.578
N -1.469 -0.371 0.521
N 0.935 -1.251 -1.413
O -1.373 0.959 -1.627
S -0.562 0.498 -0.547
H 0.816 2.336 -0.286
H 0.871 1.193 1.112
H -2.101 -1.029 0.080
H -0.930 -0.827 1.245
H 0.971 -1.061 -2.403
```

HOMO (alpha / beta) = -8.92 / -8.93 eV
net charge = 0



Pick A: it beats the second-best structure by 0.619 eV.



--- A ---
C2H5N3OS | ωB97M-V with the def2-TZVPD basis set

The geometry in XYZ format:
```
12
Properties=species:S:1:pos:R:3
N -0.318 1.230 0.792
N 0.945 1.122 0.336
C 0.989 0.267 -0.627
C -0.027 -0.758 -1.088
S -0.122 -1.350 -2.642
N -0.557 -1.170 0.042
O 0.234 -1.081 1.288
H -0.929 1.244 0.022
H -0.340 2.205 1.234
H 1.811 0.339 -1.256
H -1.483 -1.835 0.091
H -0.204 -0.213 1.808
```

HOMO = -8.74 eV
SMILES = N/N=C\C(=S)NO
net charge = 0



--- B ---
C2H5N3OS | ωB97M-V with the def2-TZVPD basis set

The geometry in XYZ format:
```
12
Properties=species:S:1:pos:R:3
C 0.667 0.659 0.683
C -0.758 0.361 0.384
N 1.507 0.015 -0.327
N 0.871 -0.097 -1.403
N -1.236 -0.843 0.738
O -0.435 0.221 -1.468
S 1.487 -0.703 -2.725
H 0.955 1.637 0.599
H 0.894 0.278 1.756
H -1.340 1.228 0.316
H -2.145 -1.165 0.472
H -0.466 -1.591 0.975
```

HOMO = -8.02 eV
net charge = 0



Pick B: it beats the second-best structure by 0.599 eV.



--- A ---
C5H12NO2 | ωB97M-V with the def2-TZVPD basis set

The geometry in XYZ format:
```
20
Properties=species:S:1:pos:R:3
C 0.988 -1.323 -0.444
O 0.099 -2.150 0.094
C 0.450 0.135 -0.733
C -0.138 0.650 0.556
C -0.442 2.138 0.219
C -2.790 2.599 0.582
N -1.657 2.416 1.062
H 1.802 -1.290 0.335
H 1.348 -1.772 -1.453
H -0.432 0.023 -1.464
H 1.158 0.805 -1.326
H 0.682 0.399 1.372
H -0.970 0.127 0.953
H -0.648 2.290 -0.934
H 0.152 2.957 0.375
H -3.705 2.767 1.182
H -2.983 2.667 -0.446
H 2.224 -5.060 0.555
H 2.259 -3.722 -0.266
O 2.602 -4.656 -0.218
```

HOMO = -2.47 eV
net charge = -1



--- B ---
C5H12NO2 | ωB97M-V with the def2-TZVPD basis set

The geometry in XYZ format:
```
20
Properties=species:S:1:pos:R:3
C 0.539 1.348 2.066
N 0.357 -0.045 1.668
C 0.119 -0.532 0.292
C 1.436 -0.218 -0.578
O 1.397 -1.276 -1.337
C -1.146 0.077 -0.288
C -1.706 -0.609 -1.574
O -0.845 -1.062 -2.482
H -0.475 1.937 2.268
H 1.323 1.414 2.830
H 1.085 1.908 1.246
H 1.206 -0.558 1.959
H -0.103 -1.578 0.315
H 1.468 0.669 -1.047
H 2.365 -0.212 -0.045
H 0.408 -1.295 -1.841
H -1.962 0.181 0.407
H -0.812 1.133 -0.510
H -2.322 -1.440 -1.228
H -2.331 0.157 -2.122
```

HOMO = -3.33 eV
SMILES = CN[C@H](CO)CC[O-]
net charge = -1



Pick B: it beats the second-best structure by 0.380 eV.



--- A ---
C5H12NO2 | ωB97M-V with the def2-TZVPD basis set

The geometry in XYZ format:
```
20
Properties=species:S:1:pos:R:3
C 0.353 -0.529 -1.231
O -0.900 -0.724 -0.716
C 0.723 0.947 -1.387
C -0.105 1.661 -2.454
H 0.420 -0.968 -2.248
H 1.142 -0.980 -0.597
H 1.790 1.040 -1.617
H 0.547 1.452 -0.429
H 0.382 2.601 -2.759
H -1.082 1.948 -2.058
H -0.249 1.059 -3.355
C 0.136 -1.807 2.220
C -0.333 -0.398 2.533
N -1.176 0.133 1.635
O 0.030 0.159 3.575
H -0.282 -2.487 2.958
H 1.219 -1.863 2.300
H -0.160 -2.117 1.227
H -1.368 1.101 1.864
H -1.087 -0.227 0.541
```

HOMO = -3.90 eV
net charge = -1



--- B ---
C5H12NO2 | ωB97M-V with the def2-TZVPD basis set

The geometry in XYZ format:
```
20
Properties=species:S:1:pos:R:3
N 0.464 0.408 -2.354
C 0.731 -0.512 -1.271
C 2.334 -0.542 -0.977
O 2.524 -0.319 0.309
C 0.187 -0.053 0.248
C -1.231 0.443 0.378
C -1.651 0.461 1.849
O -2.493 -0.807 1.970
H -0.402 0.417 -2.665
H 0.829 1.345 -2.168
H 0.288 -1.466 -1.337
H 2.979 -1.376 -1.165
H 2.599 0.333 -1.531
H 0.390 -0.756 1.076
H 0.917 0.685 0.615
H -1.166 1.441 -0.177
H -1.958 -0.258 -0.117
H -0.558 0.374 2.399
H -2.357 1.256 2.057
H -2.427 -1.072 2.861
```

HOMO = -1.92 eV
SMILES = N[C@@H](C[O-])CCCO
net charge = -1



--- C ---
C5H12NO2 | ωB97M-V with the def2-TZVPD basis set

The geometry in XYZ format:
```
20
Properties=species:S:1:pos:R:3
N 1.863 0.899 -0.283
C 1.235 1.490 0.898
C 0.799 0.356 1.887
C 0.929 -0.945 0.880
C 1.181 -0.325 -0.496
C -0.350 -0.080 -1.274
O -1.204 -0.690 -0.451
H 2.842 0.539 0.095
H 1.854 2.210 1.495
H 0.261 2.046 0.664
H 1.110 0.049 2.882
H -0.274 0.499 2.111
H 1.885 -1.492 1.209
H -0.016 -1.597 0.998
H 1.871 -1.027 -1.031
H -0.465 1.005 -1.226
H -0.251 -0.650 -2.146
H -2.523 -0.522 -0.936
H -3.710 0.227 -1.477
O -3.594 -0.629 -1.052
```

HOMO = -3.17 eV
net charge = -1



Pick A: it beats the second-best structure by 3.003 eV.



--- A ---
CH3BrO | ωB97M-V with the def2-TZVPD basis set

The geometry in XYZ format:
```
6
Properties=species:S:1:pos:R:3
O 0.731 0.992 -0.198
C -0.088 -0.463 -0.075
Br -1.901 -0.146 -0.271
H 0.652 1.514 0.697
H 0.452 -0.899 -0.916
H 0.153 -0.998 0.763
```

HOMO = -10.48 eV
SMILES = OCBr
net charge = 0



--- B ---
CH3BrO | ωB97M-V with the def2-TZVPD basis set

The geometry in XYZ format:
```
6
Properties=species:S:1:pos:R:3
C -0.269 -0.431 -0.147
O 0.842 0.054 0.587
Br 0.758 2.131 0.358
H -0.272 -1.449 0.333
H 0.018 -0.477 -1.136
H -1.077 0.172 0.005
```

HOMO = -10.39 eV
SMILES = COBr
net charge = 0



Pick A: it beats the second-best structure by 1.235 eV.



--- A ---
CHNO3 | ωB97M-V with the def2-TZVPD basis set

The geometry in XYZ format:
```
6
Properties=species:S:1:pos:R:3
C 0.582 0.434 0.036
N 0.212 -0.255 1.030
O -0.077 0.199 -1.081
O -0.928 -0.638 1.298
O -1.374 -0.144 -0.995
H 1.585 0.403 -0.287
```

HOMO (alpha / beta) = -9.92 / -10.22 eV
net charge = 0



--- B ---
CHNO3 | ωB97M-V with the def2-TZVPD basis set

The geometry in XYZ format:
```
6
Properties=species:S:1:pos:R:3
O 0.697 -0.094 1.420
C -0.212 0.511 1.186
O -1.153 1.182 1.022
N 0.049 -0.368 -0.979
O -0.335 -1.279 -1.628
H 0.954 0.048 -1.020
```

HOMO (alpha / beta) = -9.52 / -9.52 eV
SMILES = O=C=O.N=O
net charge = 0



Pick B: it beats the second-best structure by 5.225 eV.



--- A ---
C5H5NO | ωB97M-V with the def2-TZVPD basis set

The geometry in XYZ format:
```
12
Properties=species:S:1:pos:R:3
O 0.817 0.647 0.820
C 0.510 1.023 -0.472
C 1.922 -0.059 0.648
C 2.802 -0.844 0.451
C -0.908 0.860 -0.672
C -1.381 -0.531 -0.295
N -1.898 0.623 0.380
H 3.591 -1.512 0.226
H -1.277 1.273 -1.601
H -0.687 -1.184 0.229
H -2.047 -1.021 -1.000
H -1.446 0.725 1.286
```

HOMO = -9.04 eV
net charge = 0



--- B ---
C5H5NO | ωB97M-V with the def2-TZVPD basis set

The geometry in XYZ format:
```
12
Properties=species:S:1:pos:R:3
O -1.949 0.046 -0.351
C -1.073 -0.832 0.319
C 0.387 -0.449 0.152
C 0.715 0.857 -0.027
C 0.930 1.943 -0.640
C 1.416 -1.385 0.414
N 2.232 -2.169 0.673
H -1.917 0.900 0.099
H -1.289 -0.873 1.395
H -1.251 -1.828 -0.095
H 0.659 0.772 -1.293
H 1.140 3.020 -0.648
```

HOMO = -8.49 eV
net charge = 0



--- C ---
C5H5NO | ωB97M-V with the def2-TZVPD basis set

The geometry in XYZ format:
```
12
Properties=species:S:1:pos:R:3
C -0.909 -1.970 2.067
C -0.252 -1.428 1.215
C 0.512 -0.706 0.206
O 1.727 -0.743 0.163
C -0.283 0.139 -0.735
C 0.058 1.591 -0.686
N 0.441 0.776 -1.820
H -1.480 -2.447 2.834
H -1.302 -0.178 -0.941
H 0.824 1.890 0.026
H -0.729 2.319 -0.866
H 1.422 0.510 -1.736
```

HOMO = -10.09 eV
SMILES = C#CC(=O)[C@H]1CN1
net charge = 0



Pick C: it beats the second-best structure by 2.375 eV.



--- A ---
C5H5NO | ωB97M-V with the def2-TZVPD basis set

The geometry in XYZ format:
```
12
Properties=species:S:1:pos:R:3
C 2.696 -0.521 -0.335
C 1.804 -0.153 0.369
C 0.554 0.309 0.905
O 0.394 0.389 2.108
C -0.428 0.569 -0.248
C -1.477 -0.458 -0.514
N -1.820 0.873 -0.006
H 3.629 -0.856 -0.712
H -0.053 1.035 -1.170
H -1.583 -1.310 0.160
H -1.750 -0.664 -1.554
H -1.966 0.787 0.997
```

HOMO = -10.07 eV
SMILES = C#CC(=O)[C@H]1CN1
net charge = 0



--- B ---
C5H5NO | ωB97M-V with the def2-TZVPD basis set

The geometry in XYZ format:
```
12
Properties=species:S:1:pos:R:3
O 0.834 0.603 0.715
C 0.485 0.996 -0.556
C 1.961 -0.096 0.664
C 2.874 -0.853 0.495
C -0.957 0.897 -0.664
C -1.410 -0.513 -0.313
N -1.904 0.618 0.420
H 3.690 -1.519 0.330
H -1.363 1.337 -1.566
H -0.690 -1.175 0.167
H -2.098 -0.988 -1.006
H -1.421 0.693 1.313
```

HOMO = -9.12 eV
net charge = 0



Pick A: it beats the second-best structure by 3.280 eV.



--- A ---
C5H5NO | ωB97M-V with the def2-TZVPD basis set

The geometry in XYZ format:
```
12
Properties=species:S:1:pos:R:3
O 0.124 -1.748 1.055
C 0.030 -1.312 -0.079
C -0.139 -2.013 -1.380
C -0.468 -1.807 -2.532
C -0.145 -0.007 -0.632
C 0.053 2.035 1.678
N 0.546 1.007 1.120
H -0.831 -1.683 -3.527
H 0.666 0.343 -1.259
H -0.403 2.008 2.674
H 0.035 2.991 1.154
H 0.531 0.185 1.728
```

HOMO = -8.90 eV
net charge = 0



--- B ---
C5H5NO | ωB97M-V with the def2-TZVPD basis set

The geometry in XYZ format:
```
12
Properties=species:S:1:pos:R:3
N 1.379 2.164 -1.181
C 0.688 1.238 -1.114
C -0.172 0.079 -1.010
C -1.278 0.072 0.006
C -0.081 -0.799 0.232
C 0.926 -0.428 1.274
O 1.838 -1.151 1.588
H -0.334 -0.439 -1.950
H -1.377 0.959 0.626
H -2.214 -0.397 -0.278
H -0.160 -1.867 0.055
H 0.785 0.566 1.751
```

HOMO = -10.37 eV
SMILES = N#C[C@@H]1C[C@@H]1C=O
net charge = 0



--- C ---
C5H5NO | ωB97M-V with the def2-TZVPD basis set

The geometry in XYZ format:
```
12
Properties=species:S:1:pos:R:3
C 1.278 1.847 -0.007
C 0.506 0.967 -0.285
C 0.187 -0.446 -0.407
C 1.346 -1.013 0.252
N 2.415 -1.093 0.680
C -1.123 -0.774 0.269
O -2.146 -0.075 -0.380
H 1.608 2.832 0.147
H 0.226 -0.740 -1.454
H -1.053 -0.533 1.343
H -1.318 -1.839 0.161
H -1.926 0.866 -0.321
```

HOMO = -10.76 eV
SMILES = C#C[C@@H](C#N)CO
net charge = 0



--- D ---
C5H5NO | ωB97M-V with the def2-TZVPD basis set

The geometry in XYZ format:
```
12
Properties=species:S:1:pos:R:3
N 0.132 -1.737 -1.994
C 0.274 -0.697 -1.511
C 0.241 0.565 -0.802
C 0.984 0.784 0.491
C -0.475 0.472 0.545
C -0.922 -0.951 0.789
O -2.041 -1.311 0.567
H 0.077 1.399 -1.476
H 1.702 0.031 0.798
H 1.299 1.807 0.686
H -1.170 1.269 0.796
H -0.100 -1.630 1.111
```

HOMO = -10.31 eV
SMILES = N#C[C@@H]1C[C@@H]1C=O
net charge = 0



Pick B: it beats the second-best structure by 0.242 eV.



--- A ---
C5H5NO | ωB97M-V with the def2-TZVPD basis set

The geometry in XYZ format:
```
12
Properties=species:S:1:pos:R:3
N 0.927 2.576 -0.526
C 0.846 1.427 -0.648
C 0.719 -0.011 -0.742
C -0.638 -0.621 -0.938
C 0.021 -0.732 0.405
C -0.467 0.115 1.535
O -0.176 -0.094 2.686
H 1.576 -0.511 -1.182
H -1.481 0.059 -1.036
H -0.694 -1.513 -1.552
H 0.457 -1.679 0.710
H -1.112 0.973 1.245
```

HOMO = -10.34 eV
SMILES = N#C[C@@H]1C[C@@H]1C=O
net charge = 0



--- B ---
C5H5NO | ωB97M-V with the def2-TZVPD basis set

The geometry in XYZ format:
```
12
Properties=species:S:1:pos:R:3
O 0.213 -0.311 2.327
C 1.001 -0.265 1.458
C 2.034 -0.316 0.661
C 2.388 -0.052 -0.589
C -0.738 0.676 -0.701
C -1.796 -0.447 -0.441
N -1.820 0.918 -0.049
H 3.403 -0.226 -0.947
H 1.657 0.352 -1.296
H -1.590 -1.195 0.326
H -2.457 -0.752 -1.252
H -2.294 1.618 0.505
```

HOMO = -8.80 eV
net charge = 0



Pick A: it beats the second-best structure by 4.462 eV.



--- A ---
C5H10N2O | ωB97M-V with the def2-TZVPD basis set

The geometry in XYZ format:
```
18
Properties=species:S:1:pos:R:3
H 0.392 -3.205 -1.700
N 1.258 -2.730 -1.448
C 1.093 -1.596 -0.934
N -0.116 -0.848 -0.877
O -1.336 -1.571 -1.008
H 1.935 -1.006 -0.590
H -0.166 -0.025 -1.473
H -1.532 -1.910 -0.115
C -0.774 1.924 -0.669
C -0.307 1.182 0.317
C 0.734 1.277 1.351
C -0.503 0.616 1.915
H -1.668 1.672 -1.221
H -0.126 2.607 -1.200
H 1.641 0.688 1.224
H 0.949 2.284 1.696
H -0.602 -0.461 1.924
H -0.873 1.102 2.809
```

HOMO = -8.51 eV
SMILES = [H]/N=C\NO.C=C1CC1
net charge = 0



--- B ---
C5H10N2O | ωB97M-V with the def2-TZVPD basis set

The geometry in XYZ format:
```
18
Properties=species:S:1:pos:R:3
C 2.326 -0.252 0.335
C 0.265 -1.654 0.000
C 0.178 0.887 -0.204
C 0.851 -0.275 0.043
N -2.361 0.129 0.599
C -1.794 0.898 -0.412
O 0.843 2.091 -0.066
N -0.766 0.822 -1.234
H 0.431 2.650 -0.744
H -2.855 -0.665 0.198
H -3.073 0.648 1.104
H -2.572 1.574 -0.809
H 2.496 -0.331 1.414
H 2.821 0.651 -0.030
H 2.828 -1.097 -0.147
H -0.823 -1.673 0.020
H 0.572 -2.167 -0.917
H 0.635 -2.236 0.852
```

HOMO = -7.30 eV
net charge = 0



--- C ---
C5H10N2O | ωB97M-V with the def2-TZVPD basis set

The geometry in XYZ format:
```
18
Properties=species:S:1:pos:R:3
H -0.519 -1.750 -2.317
N -1.346 -1.122 -2.275
C -1.102 -0.271 -1.327
C -2.094 0.785 -0.959
C 0.227 -0.372 -0.585
C 0.660 0.715 0.367
C 1.000 0.126 1.728
O 2.234 -0.580 1.636
N 0.966 -1.407 -0.852
H 1.829 -1.353 -0.280
H -2.318 0.728 0.110
H -1.692 1.772 -1.203
H -3.024 0.640 -1.516
H -0.121 1.467 0.486
H 1.537 1.204 -0.072
H 0.223 -0.564 2.074
H 1.123 0.926 2.464
H 2.419 -0.947 2.520
```

HOMO = -9.87 eV
SMILES = [H]/N=C(C)\C(CCO)=N\[H]
net charge = 0



Pick C: it beats the second-best structure by 2.955 eV.